[1]
This record from the OMol25 dataset describes one molecule with the formula C6H11O2. The level of theory is ωB97M-V/def2-TZVPD.

```
19
Properties=species:S:1:pos:R:3:forces:R:3:lowdin_spin:R:1
O 2.842 0.515 -1.475 -0.7271 -0.0630 -0.3406 0.0320
C 1.834 0.801 -2.088 0.8548 -0.3291 1.7429 0.0960
O 1.684 1.451 -3.150 -0.3216 0.5153 -1.1650 0.7146
C 0.341 0.467 -1.582 0.3014 -0.1182 -0.7543 0.1114
C 0.432 -0.377 -0.346 0.1826 -0.7732 1.9396 0.0276
C -0.779 -0.410 0.634 -0.6559 2.1021 -0.9592 0.0135
C -1.109 1.056 1.099 2.2248 -2.0940 0.6319 0.0001
C -0.548 -1.478 1.724 0.1328 0.3913 -1.8976 0.0037
H -0.174 1.430 -1.498 0.1095 -0.3312 0.1785 -0.0008
H -0.083 -0.079 -2.411 -0.4419 -0.0587 -0.2119 -0.0006
H 0.620 -1.448 -0.491 0.2550 0.3383 -0.9793 -0.0002
H 1.312 -0.053 0.222 -0.0892 0.0897 0.0843 0.0015
H -1.672 -0.642 0.033 0.1962 -0.6314 0.1408 0.0000
H -1.943 0.936 1.774 -0.4538 0.9100 -0.0257 0.0001
H -1.152 1.697 0.236 -0.9360 0.3253 -0.0331 0.0001
H -0.197 1.382 1.631 -0.5420 0.1483 0.2648 0.0000
H 0.200 -1.172 2.450 -0.0563 -0.0020 0.1392 0.0001
H -1.480 -1.815 2.168 0.0910 0.0395 0.2134 0.0009
H -0.130 -2.260 1.068 -0.1243 -0.4588 1.0313 0.0002
```
Forces are in eV/Å.

Calculated values
* total charge: 0
* 2S+1: 2
* LUMO energy (spin up / spin down): 0.8647 / -3.1413 eV
* E_HOMO (spin up / spin down): -10.7 / -10.6 eV
* frontier orbital gap (spin up / spin down): 0.4236 / 0.2741 hartree
* calculated total energy: -385.6132 Eh

---

[2]
This record from the OMol25 dataset describes one molecule with the formula C6H11P. The level of theory is ωB97M-V/def2-TZVPD.

```
18
Properties=species:S:1:pos:R:3:forces:R:3:lowdin_charge:R:1
C -0.835 1.502 0.602 -0.5479 -1.1605 2.7043 -0.3011
C -0.066 1.590 -0.409 1.2835 -1.2967 -2.5458 0.0056
C -0.888 0.233 1.432 0.4472 -0.8236 -0.4522 -0.3698
C 1.091 -0.554 -0.386 -3.3394 3.4339 1.8716 -0.3324
C 2.193 0.018 0.395 2.8764 -0.6126 1.6561 -0.2188
C -1.565 -1.150 -1.072 1.9275 -0.8231 0.2265 -0.2902
P -0.391 -1.281 0.410 -0.3934 0.6681 -1.0658 0.8975
H -1.424 2.261 1.088 -0.3015 0.6927 -0.3722 0.0914
H -0.063 2.389 -1.152 0.6319 -0.1309 0.2111 0.0501
H -0.092 0.159 2.176 -0.1263 0.6159 0.3809 0.0433
H -1.844 0.147 1.954 0.0767 -0.4014 -0.0567 0.0697
H 1.152 -0.514 -1.422 0.3193 -0.5879 -1.8127 0.0338
H 2.470 1.022 0.021 -0.1779 -0.5680 0.4284 0.0683
H 3.169 -0.602 0.250 -1.4801 0.7334 0.3732 0.0951
H 2.014 0.055 1.544 0.2150 0.0223 -2.0711 0.0940
H -2.439 -1.684 -0.790 -1.0547 -0.1195 0.1202 0.0008
H -1.080 -1.774 -1.853 -0.2930 0.4744 0.2262 0.0360
H -1.717 -0.133 -1.429 -0.0633 -0.1167 0.1781 0.0267
```
Forces are in eV/Å.

Calculated values
* total charge: 0
* LUMO energy (spin up / spin down): 0.2511 / 0.2518 eV
* E_HOMO (spin up / spin down): -7.8 / -7.8 eV
* frontier orbital gap (spin up / spin down): 0.2959 / 0.2962 hartree
* calculated total energy: -576.4043 Eh